A single C17H36NO5P2 molecule. Source: OMol25; level of theory: wB97M-V/def2-TZVPD.

Atoms and positions in Å:
H  -5.786  0.603  -1.046
C  -0.698  0.668  -1.628
H  -1.113  0.566  -2.736
C  -2.922  0.930  2.943
C  6.206  2.754  -0.561
O  -5.351  0.159  1.488
C  5.550  -1.291  1.603
H  5.753  -2.382  2.035
H  6.566  3.239  0.465
C  -4.157  -0.951  -0.253
C  -5.629  -0.552  -0.943
O  3.767  2.168  -1.340
C  4.671  -1.534  0.215
H  5.227  -2.433  -0.342
H  -0.857  1.166  0.829
H  1.265  1.770  -1.954
H  -3.614  -2.978  0.851
P  -0.865  -2.227  -0.826
C  -3.024  -0.456  -1.309
H  4.655  4.095  -1.559
H  -3.952  2.040  -0.328
H  4.874  -0.746  2.394
H  -0.224  -2.344  -2.978
H  1.106  -3.363  0.390
H  6.374  1.596  -0.531
H  1.255  -0.002  -2.587
C  -3.040  0.710  1.287
H  -3.693  0.211  3.503
H  -3.277  2.029  3.233
C  -3.419  2.235  0.712
C  4.628  3.209  -0.758
H  -5.373  -2.951  -0.044
C  1.705  0.099  -0.357
H  -1.147  -0.491  1.674
N  -4.148  -0.296  1.102
H  -1.054  1.751  -1.272
H  -0.523  -3.513  1.420
H  -4.257  2.712  1.409
H  0.516  -1.871  1.390
O  0.316  -2.436  -2.137
C  -4.244  -2.611  -0.068
H  6.570  -0.755  1.392
O  3.737  1.345  1.231
H  -2.966  -1.238  -2.205
H  1.227  0.330  0.684
C  0.133  -2.776  0.754
C  0.913  0.668  -1.660
H  6.880  3.160  -1.458
H  -6.526  -1.132  -0.456
P  3.509  0.832  -0.249
C  -1.551  0.194  0.817
H  3.604  -1.936  0.477
H  4.166  3.713  0.220
H  -3.227  0.597  -1.798
C  -1.465  -0.422  -0.694
H  -2.455  2.894  0.622
H  -3.811  -3.038  -1.095
H  1.891  -1.063  -0.550
H  -1.849  0.712  3.356
H  -5.549  -0.969  -2.059
O  4.702  -0.398  -0.718

The value obtained for the relative energy (zero: lowest compared OMol25 entry of this formula, charge and spin) is 218.7 kcal/mol. The calculation puts the HOMO energy (spin up / spin down) at -8.39 / -8.39 eV. Its spin multiplicity is 2. As for the LUMO energy (spin up / spin down): 0.011 / -0.009 Eh. The max |F| comes out at 5.10 eV Å⁻¹. The calculation puts the molar mass at 396.43 g/mol. Its expectation value of S² is 0.755.



A molecular structure, C5H9ClDyI2O2P. Source: OMol25; level of theory: wB97M-V/def2-TZVPD.

Atoms and positions in Å:
C  -2.252  -0.701  -0.328
H  -3.057  -0.151  -0.781
H  -0.564  2.749  -0.078
I  4.947  -0.572  0.995
C  -1.313  1.975  0.171
Cl  -0.869  -0.298  3.317
H  0.167  1.362  -2.513
C  2.348  -1.436  3.380
H  -2.251  2.212  -0.354
C  1.884  -0.526  -0.914
C  -0.656  0.670  -2.345
P  -0.770  0.363  -0.554
Dy  0.801  -0.569  1.552
O  2.381  -0.512  -1.940
H  -2.096  -1.616  -0.887
H  -1.625  1.073  -2.641
O  3.089  -1.831  4.162
H  -2.430  -0.902  0.724
I  4.147  -2.904  0.584
H  -0.423  -0.281  -2.819
H  -1.457  1.894  1.266

The calculation puts the HOMO energy (spin up / spin down) at -15.96 / -15.96 eV. Its spin multiplicity is 6. As for the LUMO energy (spin up / spin down): -0.327 / -0.354 Eh. The max |F| comes out at 5.12 eV Å⁻¹. The calculation puts the molar mass at 583.86 g/mol. Its expectation value of S² is 9.359. Its charge is +2.



8 unconnected molecules or ions with the total composition C20H56N4O8. Source: OMol25; level of theory: wB97M-V/def2-TZVPD.

Atoms and positions in Å:
C  17.226  -19.009  -4.320
H  13.908  -17.342  -6.867
O  10.245  -12.304  -8.978
H  9.863  -16.504  -2.376
C  10.818  -14.588  -0.414
C  11.304  -12.513  0.906
N  12.295  -14.265  -3.584
H  13.338  -17.221  -9.163
C  10.573  -11.194  -3.917
H  8.458  -17.587  -2.467
H  13.569  -12.143  -9.840
C  14.263  -12.981  -9.891
O  8.759  -15.051  -4.447
H  13.936  -13.964  -10.231
C  10.550  -13.708  -8.981
H  9.049  -14.201  -10.542
H  11.503  -15.621  1.608
C  14.121  -19.351  -7.807
H  17.546  -18.355  -5.130
H  15.907  -18.183  -6.345
H  14.900  -12.628  -10.703
H  11.297  -12.004  1.870
C  9.103  -16.919  -3.038
C  15.696  -11.818  -8.045
H  8.437  -14.516  -1.927
C  12.966  -15.237  -4.247
H  15.454  -19.424  -3.381
H  12.177  -13.361  -4.019
H  11.614  -14.682  -7.204
C  15.904  -17.502  -2.637
O  15.928  -17.889  -7.258
H  10.049  -15.360  -0.375
H  9.817  -13.900  1.413
N  13.528  -14.821  -5.306
C  9.383  -14.476  -9.541
H  13.134  -19.601  -8.194
H  9.422  -10.136  -2.730
H  11.332  -13.831  -9.730
H  10.921  -11.851  0.129
H  9.059  -12.214  -3.165
C  14.859  -13.049  -8.413
H  14.858  -17.416  -2.341
O  15.153  -17.920  -4.704
H  9.697  -15.517  -9.620
C  10.802  -13.927  0.947
C  15.931  -18.501  -3.710
O  11.661  -14.692  1.790
H  9.838  -13.107  -4.370
O  13.054  -16.334  -3.763
H  8.630  -15.349  -5.351
H  9.636  -17.516  -3.778
H  16.315  -12.012  -7.169
C  14.385  -17.195  -8.859
H  10.817  -11.951  -8.293
H  7.156  -14.076  -2.842
H  13.261  -13.965  -5.769
H  14.735  -19.856  -8.552
H  14.694  -16.150  -8.864
C  7.597  -14.987  -2.437
H  12.353  -12.587  0.620
H  15.356  -13.999  -8.215
H  13.399  -12.103  -7.950
H  11.067  -9.492  -3.117
H  15.087  -10.914  -8.016
H  16.611  -17.849  -1.884
C  8.010  -15.862  -3.545
N  9.731  -12.210  -3.919
H  14.914  -17.632  -9.706
N  10.274  -10.099  -3.272
H  7.068  -16.133  -4.023
H  10.556  -13.938  -1.249
C  14.504  -17.893  -7.594
H  8.556  -14.431  -8.832
H  17.051  -19.992  -4.758
H  11.652  -14.613  -2.887
O  11.628  -11.287  -4.519
C  10.795  -13.996  -7.417
H  17.954  -19.050  -3.509
H  11.802  -15.020  -0.597
H  9.892  -14.295  -6.886
O  13.724  -12.944  -7.618
H  14.261  -15.376  -5.724
H  11.085  -13.064  -6.932
H  16.237  -16.540  -3.027
H  16.437  -11.655  -8.827
H  14.217  -19.883  -6.860
H  14.467  -17.387  -4.293
H  6.862  -15.455  -1.782

The value obtained for the relative energy (zero: lowest compared OMol25 entry of this formula, charge and spin) is 57.9 kcal/mol. The calculation puts the HOMO energy at -9.43 eV. Its spin multiplicity is 1. As for the LUMO energy: 0.011 Eh. The max |F| comes out at 5.53 eV Å⁻¹. The calculation puts the molar mass at 480.69 g/mol. The SMILES is NC(N)=O.NC(N)=O.CC(C)O.CC(C)O.CC(C)O.CC(C)O.CC(C)O.CC(C)O.



A molecular structure, C10H13FIP. Source: OMol25; level of theory: wB97M-V/def2-TZVPD.

Atoms and positions in Å:
C  -0.355  0.672  0.673
H  -0.969  -2.070  -2.141
F  0.820  0.002  3.047
H  -1.910  2.805  -0.805
C  -1.571  0.788  -0.255
H  0.585  -3.708  -0.918
H  -2.810  2.197  0.758
C  0.043  -1.659  -0.263
H  1.253  -1.931  2.309
H  -0.536  1.121  1.760
C  0.241  -0.711  0.890
H  0.693  1.177  -1.583
H  -3.372  1.838  -0.934
H  0.433  2.801  -0.370
H  1.876  -2.533  -0.386
C  2.673  1.891  -0.137
H  0.948  -3.293  0.787
C  0.971  -2.870  -0.241
I  3.670  -0.033  -0.465
C  -0.743  -1.335  -1.317
C  -1.692  -0.225  -1.063
H  2.963  2.471  0.805
C  0.850  -0.946  2.074
P  0.971  1.655  -0.223
C  -2.498  1.934  -0.295
H  -2.533  -0.036  -1.706

The value obtained for the relative energy (zero: lowest compared OMol25 entry of this formula, charge and spin) is 80.6 kcal/mol. The calculation puts the HOMO energy (spin up / spin down) at -7.34 / -7.34 eV. Its spin multiplicity is 1. As for the LUMO energy (spin up / spin down): 0.007 / 0.007 Eh. The max |F| comes out at 6.83 eV Å⁻¹. The calculation puts the molar mass at 310.09 g/mol.